# 1
ORCA calculation (the ωB97M-V functional and the def2-TZVPD basis) on an isolated molecule of C5H4N2O in a non-equilibrium geometry.

Calculated values
ΔE to the lowest compared entry with this formula, charge and spin: 60.4 kcal/mol
HOMO level: -0.36994 Ha
SMILES: O=CC=C1N=CC=N1

```
12
C5H4N2O the ωB97M-V functional and the def2-TZVPD basis
O 1.83 0.50 -2.56
C 1.08 -0.06 -1.76
C 0.99 0.67 -0.40
C 0.09 0.21 0.44
N -0.21 0.57 1.79
C -1.35 -0.05 1.92
C -1.63 -0.99 0.96
N -0.85 -0.83 -0.09
H 0.62 -1.18 -1.84
H 1.44 1.80 -0.28
H -1.85 0.21 2.91
H -2.51 -1.67 0.81
```

***

# 2
ORCA calculation (the ωB97M-V functional and the def2-TZVPD basis) on a structure of composition C44H61CsN10S3Te.

Calculated values
ΔE to the lowest compared entry with this formula, charge and spin: 7.5 kcal/mol
HOMO level: -0.24821 Ha

```
120
C44H61CsN10S3Te the ωB97M-V functional and the def2-TZVPD basis
Cs -0.50 1.23 0.08
N 1.96 3.01 -2.07
C 2.59 4.16 -1.42
C 3.48 3.65 -0.29
N 2.72 3.06 0.82
C 2.23 4.16 1.66
C 1.42 3.79 2.89
N 0.21 3.04 2.56
C 3.54 2.11 1.58
C 2.77 0.93 2.16
N 2.39 -0.03 1.11
H 1.17 3.29 -2.63
H 1.62 2.40 -1.33
H 1.86 4.88 -1.03
H 3.21 4.68 -2.14
H 4.13 4.47 0.06
H 4.12 2.88 -0.72
H 1.61 4.81 1.04
H 3.08 4.77 2.01
H 1.21 4.73 3.41
H 2.03 3.19 3.57
H -0.38 3.54 1.88
H -0.37 2.94 3.38
H 4.07 2.63 2.40
H 4.31 1.71 0.92
H 1.86 1.26 2.66
H 3.41 0.46 2.93
H 1.78 -0.74 1.53
H 3.21 -0.51 0.77
C -5.47 -4.26 0.55
C -5.09 -3.28 1.67
C -6.00 -3.53 2.88
C -3.65 -3.57 2.08
C -5.28 -1.84 1.20
C -6.54 -1.45 0.71
C -6.81 -0.16 0.31
C -5.80 0.78 0.39
S -5.81 2.47 0.01
C -4.13 2.60 0.54
N -3.62 1.47 0.94
C -4.54 0.43 0.87
C -4.28 -0.89 1.27
C -3.45 3.91 0.47
C -4.28 5.04 0.33
C -3.72 6.30 0.21
C -2.33 6.42 0.22
C -1.55 5.28 0.37
C -2.04 3.97 0.51
H -5.30 -5.29 0.88
H -4.86 -4.08 -0.34
H -6.52 -4.17 0.26
H -5.88 -4.56 3.23
H -7.05 -3.37 2.64
H -5.73 -2.86 3.70
H -3.57 -4.60 2.44
H -3.30 -2.91 2.89
H -2.96 -3.47 1.24
H -7.34 -2.19 0.65
H -7.79 0.10 -0.06
H -3.29 -1.14 1.64
H -5.36 4.96 0.34
H -4.35 7.17 0.10
H -1.87 7.40 0.11
H -0.47 5.44 0.39
S -0.63 -1.10 2.84
C -1.29 0.09 3.80
N -2.19 0.98 3.41
C -2.75 1.87 4.41
C -1.78 1.87 5.59
S -0.90 0.28 5.49
H -2.52 1.04 2.44
H -3.73 1.50 4.72
H -2.87 2.87 3.99
H -2.28 1.96 6.55
H -1.04 2.68 5.51
C -1.45 -1.71 -2.34
N -0.32 -1.72 -1.41
C 0.87 -2.17 -2.14
N 0.69 -3.49 -2.74
C -0.46 -3.42 -3.64
N -1.69 -3.02 -2.95
C -1.94 -3.98 -1.87
N -0.82 -4.06 -0.92
C -0.60 -2.72 -0.37
C 0.38 -4.44 -1.67
H -1.25 -0.98 -3.13
H -2.35 -1.40 -1.81
H 1.71 -2.20 -1.45
H 1.10 -1.44 -2.92
H -0.62 -4.41 -4.09
H -0.25 -2.71 -4.44
H -2.11 -4.96 -2.30
H -2.84 -3.67 -1.33
H 0.24 -2.76 0.33
H -1.49 -2.41 0.19
H 0.23 -5.43 -2.10
H 1.23 -4.48 -0.98
Te 3.94 0.16 -2.25
C 5.35 0.16 -3.83
C 4.94 0.44 -5.13
C 5.86 0.47 -6.16
C 7.20 0.19 -5.91
C 7.61 -0.11 -4.62
C 6.69 -0.11 -3.58
C 4.53 -1.74 -1.52
C 5.25 -1.85 -0.33
C 5.60 -3.10 0.16
C 5.24 -4.24 -0.53
C 4.54 -4.14 -1.72
C 4.18 -2.90 -2.21
H 3.89 0.64 -5.33
H 5.54 0.69 -7.17
H 7.92 0.20 -6.72
H 8.65 -0.32 -4.41
H 7.02 -0.33 -2.57
H 5.54 -0.95 0.20
H 6.15 -3.17 1.09
H 5.52 -5.22 -0.14
H 4.26 -5.03 -2.27
H 3.61 -2.83 -3.13
```

***

# 3
ORCA calculation (the ωB97M-V functional and the def2-TZVPD basis) on an isolated molecule of C6H6ClN3O in a non-equilibrium geometry.

Calculated values
HOMO level (spin up / spin down): -0.24042 / -0.37017 Ha
⟨S²⟩: 2.0134
Spin multiplicity: 3

```
17
C6H6ClN3O the ωB97M-V functional and the def2-TZVPD basis
C -2.72 -0.34 -1.39
C -0.76 -1.14 1.57
C 0.42 -0.47 1.25
C -1.82 -0.21 -0.28
C -0.83 1.03 -0.16
C 2.50 0.21 -0.85
N -3.35 -0.52 -2.34
N -1.81 -1.08 0.70
N 0.41 0.40 0.21
O 1.55 1.05 -0.19
Cl -1.49 2.09 1.18
H -0.66 -1.84 2.41
H 1.32 -0.64 1.77
H -0.92 1.75 -0.92
H 2.94 -0.54 -0.04
H 3.19 0.72 -1.40
H 2.03 -0.47 -1.52
```